{"formula": "C19H41N9O9PSY", "method": "wB97M-V/def2-TZVPD", "symbols": ["Y", "O", "C", "O", "C", "O", "C", "C", "O", "O", "H", "H", "H", "H", "H", "C", "C", "N", "N", "C", "S", "N", "N", "H", "H", "H", "H", "H", "H", "C", "N", "C", "P", "O", "N", "C", "C", "N", "C", "C", "H", "H", "H", "H", "H", "H", "H", "H", "H", "H", "H", "H", "H", "H", "H", "H", "H", "H", "C", "N", "C", "C", "C", "N", "C", "C", "O", "H", "H", "H", "H", "H", "H", "H", "H", "H", "H", "H", "H", "O", "O"], "coordinates": [[0.388, -0.707, -1.038], [2.861, -4.566, -1.282], [2.099, -3.589, -0.850], [2.131, -2.451, -1.269], [1.167, -3.968, 0.277], [0.010, -3.162, 0.192], [-1.060, -3.767, -0.581], [-1.602, -2.827, -1.642], [-2.757, -2.916, -1.977], [-0.709, -1.994, -2.117], [3.450, -4.245, -1.987], [1.676, -3.734, 1.213], [0.937, -5.031, 0.267], [-1.864, -4.048, 0.091], [-0.693, -4.662, -1.089], [-2.042, 2.826, -4.935], [-0.789, 2.033, -4.997], [0.104, 2.082, -5.925], [1.061, 1.184, -5.524], [0.798, 0.577, -4.367], [1.691, -0.565, -3.518], [-0.390, 1.128, -4.019], [-1.079, 0.744, -2.860], [-2.088, 3.468, -5.810], [-2.064, 3.457, -4.044], [-2.922, 2.179, -4.933], [1.854, 1.000, -6.116], [-1.722, 1.492, -2.630], [-1.620, -0.097, -3.067], [-2.910, 1.935, 0.037], [-3.195, 1.035, 1.162], [-4.208, 1.562, 2.085], [-2.464, -0.392, 1.306], [-1.927, -1.000, 0.077], [-0.905, -0.176, 2.389], [-0.916, 1.068, 3.199], [-0.554, -1.389, 3.173], [-3.298, -1.462, 2.206], [-4.144, -2.411, 1.433], [-3.748, -1.321, 3.596], [-3.727, 1.886, -0.687], [-1.972, 1.660, -0.428], [-2.825, 2.957, 0.406], [-5.155, 1.695, 1.561], [-3.885, 2.531, 2.468], [-4.377, 0.901, 2.923], [-0.943, 1.909, 2.516], [-0.012, 1.096, 3.802], [-1.797, 1.068, 3.839], [-0.659, -2.262, 2.536], [-1.206, -1.460, 4.037], [0.478, -1.273, 3.498], [-3.800, -2.500, 0.404], [-5.184, -2.079, 1.434], [-4.088, -3.389, 1.913], [-3.169, -0.580, 4.143], [-3.633, -2.280, 4.102], [-4.801, -1.042, 3.644], [3.667, -0.743, 1.727], [3.804, 0.606, 1.202], [4.872, 1.405, 1.808], [4.750, 2.857, 1.407], [4.615, 2.935, -0.097], [3.467, 2.132, -0.527], [2.779, 2.516, -1.755], [3.167, 0.965, 0.066], [2.293, 0.211, -0.433], [4.560, -1.335, 1.509], [2.804, -1.229, 1.288], [3.545, -0.697, 2.809], [5.844, 1.003, 1.507], [4.795, 1.293, 2.889], [5.627, 3.408, 1.742], [3.868, 3.301, 1.872], [5.527, 2.582, -0.587], [4.443, 3.959, -0.420], [2.832, 3.598, -1.851], [1.735, 2.220, -1.709], [3.229, 2.055, -2.636], [0.188, -0.060, 1.471], [-0.217, 0.892, 0.482]], "atomic_forces_ev_per_a": [[0.86, 1.06, 1.25], [0.06, 0.03, 0.01], [0.01, -0.01, 0.09], [0.03, 0.04, -0.10], [-0.08, 0.02, -0.06], [-0.21, 0.00, -0.14], [0.15, -0.09, 0.16], [0.03, 0.10, -0.31], [0.00, 0.01, -0.11], [-1.81, -1.98, -1.13], [0.00, 0.00, 0.02], [0.08, -0.03, 0.08], [0.00, -0.04, 0.00], [-0.04, -0.04, 0.09], [-0.01, -0.03, 0.02], [0.03, -0.07, 0.01], [-0.07, -0.09, 0.12], [0.19, -0.24, 0.15], [0.15, 0.09, -0.39], [0.05, 0.09, 0.00], [0.17, 0.25, -0.39], [-0.40, 0.10, 0.17], [0.13, -0.02, 0.02], [0.01, 0.00, 0.00], [-0.01, 0.01, -0.01], [0.04, 0.00, 0.01], [0.02, 0.03, -0.01], [-0.01, 0.05, 0.10], [-0.08, -0.09, -0.01], [-0.13, 0.01, 0.05], [-0.01, 0.28, -0.03], [-0.01, 0.03, -0.14], [0.12, -0.50, 0.04], [0.04, 0.14, -0.09], [0.01, -0.04, -0.17], [0.02, -0.12, 0.08], [0.02, 0.08, 0.05], [-0.30, 0.09, 0.05], [0.02, -0.01, 0.09], [0.09, -0.10, -0.11], [-0.02, 0.01, 0.03], [0.03, -0.04, -0.01], [0.02, 0.00, 0.02], [0.00, 0.00, -0.03], [0.02, 0.00, 0.00], [0.00, -0.07, 0.05], [-0.01, 0.02, -0.08], [0.02, -0.03, 0.00], [0.01, 0.00, 0.00], [-0.02, 0.02, -0.06], [0.01, 0.00, 0.01], [0.01, 0.03, 0.01], [0.03, 0.03, 0.02], [0.02, 0.01, 0.01], [0.01, 0.03, 0.00], [-0.02, 0.03, -0.02], [0.02, -0.03, 0.00], [-0.03, 0.00, 0.00], [0.05, 0.09, -0.02], [0.09, -0.03, 0.11], [-0.03, -0.07, -0.05], [-0.06, -0.02, -0.03], [-0.08, -0.03, -0.02], [-0.01, 0.18, -0.04], [0.13, -0.03, 0.08], [0.08, -0.03, -0.03], [0.47, 0.11, 0.18], [0.01, -0.01, 0.00], [-0.03, 0.01, -0.03], [-0.01, 0.01, 0.03], [0.01, -0.02, -0.01], [0.00, -0.01, 0.04], [0.01, 0.01, 0.00], [0.01, 0.03, 0.03], [0.02, 0.00, -0.04], [-0.01, 0.04, -0.01], [0.01, 0.02, 0.00], [-0.06, 0.00, 0.04], [0.03, -0.02, 0.00], [-0.04, 0.17, -0.03], [0.17, 0.58, 0.37]], "lowdin_charge": [1.42, 0.20, -0.46, -0.01, -0.08, -0.18, -0.06, -0.62, 0.10, -0.26, 0.16, 0.15, 0.15, 0.13, 0.15, 0.01, -0.31, 0.15, 0.05, -0.73, 0.74, -0.08, 0.11, 0.10, 0.09, 0.10, 0.17, 0.09, 0.12, -0.07, -0.27, -0.05, 0.69, -0.26, -0.30, 0.02, 0.02, -0.28, -0.04, -0.09, 0.10, 0.03, 0.10, 0.11, 0.10, 0.05, 0.10, 0.12, 0.10, 0.10, 0.09, 0.11, 0.07, 0.10, 0.10, 0.07, 0.10, 0.10, -0.01, -0.06, -0.14, -0.14, -0.13, -0.05, -0.02, -0.42, -0.16, 0.11, 0.06, 0.10, 0.14, 0.13, 0.13, 0.13, 0.14, 0.13, 0.10, 0.07, 0.09, -0.23, -0.35], "homo_lumo_gap_ev": 9.1, "homo_energy_ev": -13.26, "charge": 2, "lumo_ev": -4.15, "de_lowest_kj_mol": 586.3, "multiplicity": 1}

---

{"formula": "C19H19F6N3O2", "method": "wB97M-V/def2-TZVPD", "symbols": ["N", "O", "O", "C", "N", "C", "C", "F", "F", "F", "C", "C", "C", "C", "C", "C", "C", "C", "C", "N", "C", "C", "C", "F", "F", "F", "C", "C", "C", "C", "H", "H", "H", "H", "H", "H", "H", "H", "H", "H", "H", "H", "H", "H", "H", "H", "H", "H", "H"], "coordinates": [[0.672, 2.661, 0.743], [1.205, 2.214, 1.750], [-0.554, 2.675, 0.515], [5.587, -2.002, -1.894], [4.702, -1.259, -2.755], [4.603, -1.705, -4.134], [5.664, -1.018, -4.946], [5.713, -1.348, -6.266], [5.479, 0.345, -4.850], [6.895, -1.288, -4.400], [4.131, -0.093, -2.331], [2.741, 0.152, -2.498], [2.165, 1.235, -1.874], [2.952, 2.204, -1.194], [2.253, 3.267, -0.533], [2.896, 4.257, 0.278], [2.219, 5.492, 0.465], [2.835, 6.569, 1.068], [4.122, 6.404, 1.647], [4.763, 7.430, 2.333], [5.213, 8.609, 1.642], [4.726, 7.497, 3.795], [5.817, 6.697, 4.443], [5.923, 6.877, 5.787], [5.629, 5.348, 4.228], [7.024, 7.031, 3.881], [4.751, 5.137, 1.577], [4.130, 4.066, 0.963], [4.378, 2.035, -1.225], [4.944, 0.872, -1.705], [5.182, -1.998, -0.868], [5.636, -3.038, -2.258], [6.600, -1.572, -1.827], [4.804, -2.783, -4.138], [3.629, -1.416, -4.554], [2.147, -0.594, -3.035], [1.082, 1.370, -1.904], [1.278, 3.525, -0.951], [1.192, 5.585, 0.119], [2.354, 7.548, 1.152], [4.617, 8.794, 0.735], [5.127, 9.463, 2.315], [6.259, 8.535, 1.312], [4.874, 8.545, 4.074], [3.784, 7.062, 4.149], [5.749, 5.047, 2.003], [4.600, 3.084, 1.056], [5.052, 2.800, -0.859], [6.017, 0.681, -1.605]], "atomic_forces_ev_per_a": [[0.29, -1.21, 0.78], [-1.20, 0.28, -0.34], [2.26, 0.17, 0.22], [0.34, 0.19, 0.70], [0.01, -1.63, -1.07], [-0.38, 0.12, 0.69], [1.10, 1.11, -0.13], [-0.16, 0.23, 1.19], [0.36, -1.24, -0.47], [-0.78, 0.27, -0.74], [-0.66, 1.37, 0.38], [0.76, -0.43, 0.18], [0.33, 0.55, -0.09], [0.69, -1.35, -0.44], [-2.02, 0.39, -0.33], [0.35, 0.86, 1.40], [0.41, -0.27, -0.48], [0.86, 0.07, 0.71], [-0.55, -1.51, -0.77], [0.32, 0.81, 1.26], [0.16, 0.15, -0.56], [-0.50, -0.31, -1.01], [1.31, -0.91, -0.10], [-0.20, -0.05, -1.05], [0.36, 1.26, 0.59], [-0.76, -0.43, 0.68], [-0.35, 0.93, 0.00], [-0.60, -0.01, -0.36], [-0.94, -0.04, 0.45], [-0.50, -0.26, -0.10], [0.06, -0.11, -0.36], [0.14, 0.33, 0.23], [-0.12, -0.31, -0.18], [-0.40, 0.21, -0.40], [0.22, -0.43, -0.02], [0.08, 0.33, 0.28], [0.26, -0.06, 0.06], [0.96, 0.60, -0.73], [0.21, 0.01, -0.19], [0.01, -0.43, 0.00], [0.02, -0.01, 0.31], [0.00, 0.16, -0.21], [-0.08, 0.01, 0.12], [-0.30, -0.27, 0.27], [0.02, 0.41, 0.20], [-0.41, -0.13, -0.05], [-0.29, 0.37, -0.26], [-0.27, -0.05, -0.02], [-0.42, 0.23, -0.21]], "lowdin_charge": [-0.32, -0.01, -0.03, -0.06, -0.17, -0.05, -0.53, 0.13, 0.11, 0.11, -0.25, 0.01, -0.01, -0.18, -0.01, -0.20, -0.01, 0.01, -0.23, -0.17, -0.06, -0.05, -0.54, 0.13, 0.10, 0.11, 0.01, -0.01, 0.00, 0.00, 0.10, 0.10, 0.08, 0.14, 0.14, 0.12, 0.13, 0.11, 0.12, 0.12, 0.09, 0.08, 0.09, 0.14, 0.15, 0.12, 0.12, 0.10, 0.12], "homo_lumo_gap_ev": 6.6, "homo_energy_ev": -7.83, "lumo_ev": -1.18, "de_lowest_kj_mol": 0.0, "multiplicity": 1}

---

{"formula": "C28H24NO3PSr", "method": "wB97M-V/def2-TZVPD", "symbols": ["Sr", "O", "C", "O", "C", "C", "C", "C", "C", "C", "P", "C", "C", "C", "C", "C", "C", "C", "C", "C", "C", "C", "C", "H", "H", "H", "H", "H", "H", "H", "H", "H", "H", "H", "H", "H", "H", "C", "C", "C", "C", "C", "C", "C", "C", "N", "H", "H", "H", "H", "H", "H", "C", "O", "H", "H", "H", "H"], "coordinates": [[-0.520, -1.000, 0.559], [-0.391, 1.363, -0.258], [-0.949, 0.974, -1.333], [-1.818, 0.068, -1.339], [-0.493, 1.549, -2.641], [-1.341, 1.335, -3.724], [-1.006, 1.761, -4.997], [0.210, 2.393, -5.193], [1.064, 2.605, -4.119], [0.736, 2.204, -2.823], [1.940, 2.464, -1.431], [2.875, 0.887, -1.568], [3.221, 0.247, -0.378], [3.984, -0.917, -0.382], [4.423, -1.445, -1.587], [4.085, -0.816, -2.781], [3.308, 0.330, -2.771], [3.118, 3.648, -2.207], [4.461, 3.382, -2.457], [5.302, 4.371, -2.957], [4.812, 5.639, -3.216], [3.475, 5.922, -2.959], [2.645, 4.941, -2.448], [-2.264, 0.801, -3.544], [-1.666, 1.571, -5.832], [0.505, 2.711, -6.184], [2.009, 3.101, -4.298], [2.911, 0.689, 0.563], [4.246, -1.400, 0.550], [5.023, -2.345, -1.600], [4.421, -1.232, -3.722], [3.040, 0.804, -3.707], [4.863, 2.395, -2.269], [6.342, 4.141, -3.149], [5.465, 6.405, -3.614], [3.083, 6.913, -3.152], [1.605, 5.176, -2.244], [0.071, -3.338, -0.497], [-0.045, -2.900, -1.870], [1.027, -2.301, -2.560], [0.882, -1.797, -3.836], [-0.346, -1.866, -4.492], [-1.429, -2.458, -3.833], [-1.279, -2.954, -2.560], [-0.495, -1.331, -5.811], [-0.613, -0.887, -6.867], [1.064, -3.682, -0.207], [-0.692, -4.062, -0.207], [1.992, -2.229, -2.071], [1.727, -1.338, -4.338], [-2.389, -2.510, -4.329], [-2.135, -3.398, -2.062], [0.266, 1.173, 2.964], [-0.393, -0.117, 3.018], [0.595, 1.469, 3.958], [-0.387, 1.926, 2.526], [1.139, 1.064, 2.323], [-1.073, -0.078, 3.697]], "atomic_forces_ev_per_a": [[-0.22, 0.36, -0.56], [0.26, -0.42, 0.11], [0.15, 0.24, 0.12], [0.02, -0.27, 0.28], [-0.14, -0.02, -0.08], [0.00, 0.02, -0.08], [-0.04, 0.03, 0.04], [0.06, 0.03, 0.06], [-0.04, 0.04, -0.05], [0.07, 0.03, -0.01], [-0.15, 0.20, -0.04], [0.04, -0.07, 0.14], [0.00, -0.07, -0.04], [-0.02, 0.02, -0.03], [0.04, 0.03, 0.02], [0.04, -0.02, 0.02], [0.01, 0.05, 0.04], [0.02, -0.06, -0.04], [0.02, -0.01, -0.01], [-0.02, -0.02, 0.02], [-0.02, 0.01, 0.00], [0.05, 0.04, -0.02], [-0.05, -0.04, 0.04], [0.00, 0.00, 0.00], [0.01, 0.01, 0.02], [0.01, 0.00, 0.00], [0.01, 0.00, -0.03], [0.01, 0.02, 0.01], [0.00, 0.00, 0.01], [0.00, 0.00, 0.00], [0.00, 0.00, 0.00], [0.00, 0.02, -0.01], [0.00, 0.01, 0.00], [0.00, 0.00, 0.00], [0.00, 0.01, 0.00], [0.00, 0.00, 0.00], [0.00, -0.01, 0.00], [0.00, -0.13, 0.19], [-0.20, -0.02, 0.09], [0.08, 0.13, 0.01], [0.05, 0.03, -0.01], [-0.05, -0.03, -0.07], [0.03, 0.06, 0.01], [0.00, -0.04, 0.02], [0.02, -0.04, 0.03], [-0.01, -0.03, -0.03], [0.03, 0.03, -0.04], [0.02, -0.06, -0.01], [-0.05, -0.03, -0.01], [-0.06, -0.03, 0.02], [0.00, -0.01, -0.01], [0.01, -0.02, -0.01], [-0.01, 0.00, 0.04], [-0.01, 0.13, -0.10], [0.00, -0.01, -0.01], [0.00, 0.00, 0.00], [-0.01, 0.00, -0.01], [0.03, -0.05, -0.02]], "lowdin_charge": [1.60, -0.22, -0.68, -0.12, -0.14, -0.02, -0.08, -0.06, -0.10, -0.28, 1.13, -0.37, -0.12, -0.09, -0.09, -0.09, -0.11, -0.40, -0.09, -0.09, -0.09, -0.09, -0.12, 0.12, 0.10, 0.11, 0.10, 0.08, 0.10, 0.11, 0.11, 0.11, 0.09, 0.10, 0.10, 0.10, 0.11, -0.27, -0.40, -0.05, -0.03, -0.25, -0.04, -0.07, -0.21, 0.15, 0.02, 0.01, 0.09, 0.11, 0.12, 0.11, -0.11, -0.24, 0.09, 0.09, 0.07, 0.09], "homo_lumo_gap_ev": 6.0, "homo_energy_ev": -6.66, "lumo_ev": -0.69, "de_lowest_kj_mol": 0.0, "multiplicity": 1}

---

Q: Look up the multiplicity of the second one.
A: 1